[1]
DFT (ωB97M-V/def2-TZVPD) results for one molecule with the formula C3H6O2S.

Properties
net charge: 0
HOMO-LUMO gap: 0.3667 hartree
SMILES: COC(=O)CS
HOMO: -0.338 hartree

Element x y z (Å)
S 1.61167 2.36928 -1.08943
O 1.20647 -0.25365 0.57470
O -0.93185 -0.56619 0.00855
C -0.90857 -1.68993 0.91360
C 0.10188 1.28188 -0.90493
C 0.21672 0.09694 0.02452
H -0.09983 -2.34007 0.62035
H -1.89997 -2.11052 0.69738
H -0.71220 1.85984 -0.58872
H -0.72789 -1.20926 1.83487
H 2.31959 1.64671 -0.19824
H -0.17601 0.91496 -1.89267

Here are the Mulliken charges for atoms 1 to 6, given in e: atom 1 (S): -0.238, atom 2 (O): -0.547, atom 3 (O): -0.318, atom 4 (C): -0.635, atom 5 (C): -0.617, atom 6 (C): 0.673

---

[2]
DFT (ωB97M-V/def2-TZVPD) results for a 2-piece molecular cluster, C3H6O2S overall.

Properties
net charge: 0
HOMO-LUMO gap (alpha / beta): 0.2598 / 0.2551 hartree
HOMO (alpha / beta): -0.290 / -0.282 hartree

Element x y z (Å)
S -2.85324 -0.70233 -0.17684
O -3.72072 0.26081 0.61539
O -0.63549 1.50667 0.97816
C 0.95471 -1.15709 -0.29609
C -0.36087 0.85133 -0.05648
C 0.98235 0.36633 -0.47130
H 1.17363 0.65908 -1.57139
H -0.14208 -1.29673 -0.08015
H 0.07746 1.63708 1.71164
H 1.28683 -1.65498 -1.27162
H 1.76165 0.92035 0.00531
H 1.47577 -1.39052 0.61338

Here are the Mulliken charges for atoms 1 to 6, given in e: atom 1 (S): 0.248, atom 2 (O): -0.361, atom 3 (O): -0.201, atom 4 (C): -0.690, atom 5 (C): -0.227, atom 6 (C): -0.249

---

[3]
DFT (ωB97M-V/def2-TZVPD) results for one molecule with the formula C3H6O2S.

Properties
net charge: 0
HOMO-LUMO gap: 0.3285 hartree
HOMO: -0.308 hartree

Element x y z (Å)
S 1.54655 -0.01067 0.41199
O -0.43144 2.27807 -0.08547
O 2.68547 -0.01606 -0.49744
C -0.13858 0.95067 -0.40452
C 0.34396 -1.34976 0.07204
C -0.91650 -0.33931 0.21288
H 0.13016 1.00420 -1.36694
H -0.81576 2.51581 0.81642
H 0.41317 -1.89132 -0.93256
H 0.14005 -2.16924 0.83500
H -1.09656 -0.27763 1.28411
H -1.86054 -0.69477 -0.34551

Here are the Mulliken charges for atoms 1 to 6, given in e: atom 1 (S): 0.362, atom 2 (O): -0.527, atom 3 (O): -0.570, atom 4 (C): -0.164, atom 5 (C): -0.493, atom 6 (C): -0.631

---

[4]
DFT (ωB97M-V/def2-TZVPD) results for a 2-piece molecular cluster, C3H6O2S overall.

Properties
2S+1: 3
net charge: 0
HOMO-LUMO gap (alpha / beta): 0.2756 / 0.3034 hartree
HOMO (alpha / beta): -0.253 / -0.375 hartree

Element x y z (Å)
S 2.03698 0.50973 0.73495
O 1.01550 -1.61808 -0.62409
O 2.97500 0.71016 -0.40944
C -1.53299 0.32688 0.50876
C -1.10845 0.86790 -0.57671
C 0.92360 -0.71889 0.44424
H 0.44749 -1.00441 1.39525
H -0.81441 1.97041 -0.73607
H 0.28790 -1.43886 -1.25564
H -1.78946 -0.68993 0.48325
H -1.56473 0.89171 1.43351
H -0.87642 0.19338 -1.39801

Here are the Mulliken charges for atoms 1 to 6, given in e: atom 1 (S): 0.258, atom 2 (O): -0.447, atom 3 (O): -0.397, atom 4 (C): -0.499, atom 5 (C): -0.560, atom 6 (C): -0.174

---

[5]
DFT (ωB97M-V/def2-TZVPD) results for a 2-piece molecular cluster, C3H6O3 overall.

Properties
net charge: 0
HOMO-LUMO gap: 0.3974 hartree
SMILES: C1CO1.O=CO
HOMO: -0.367 hartree

Element x y z (Å)
O -1.35093 -1.45494 -0.01541
O -1.63619 0.77069 -0.05046
O 0.78107 -0.57932 0.79291
C 1.64104 -0.11821 -0.21419
C -2.05543 -0.36264 -0.17582
C 0.84422 0.99045 0.24071
H 2.68185 -0.13623 0.04336
H -0.38872 -1.16646 0.34523
H 1.08095 1.54649 1.13310
H 1.39382 -0.47974 -1.21113
H 0.14986 1.50084 -0.43384
H -3.11360 -0.52522 -0.43401

Here are the Mulliken charges for atoms 1 to 6, given in e: atom 1 (O): -0.533, atom 2 (O): -0.564, atom 3 (O): -0.497, atom 4 (C): -0.136, atom 5 (C): 0.188, atom 6 (C): -0.257

---

[6]
DFT (ωB97M-V/def2-TZVPD) results for a 2-piece molecular cluster, C3H6O3 overall.

Properties
net charge: 0
HOMO-LUMO gap (alpha / beta): 0.3148 / 0.3148 hartree
HOMO (alpha / beta): -0.342 / -0.342 hartree

Element x y z (Å)
O 0.40117 -0.03054 1.26428
O 1.36740 1.37648 -0.64404
O -2.06617 0.16663 0.79678
C 0.93540 0.10911 -0.91937
C 0.75198 -0.86200 0.22219
C -0.39830 -0.45322 -0.53428
H -2.13661 1.11937 0.64549
H -1.27811 -0.85578 -1.01546
H 1.22666 -0.23948 -1.91048
H 1.19280 -1.84144 0.38688
H 1.27542 1.40641 0.33272
H -1.27274 0.08392 1.38426

Here are the Mulliken charges for atoms 1 to 6, given in e: atom 1 (O): -0.762, atom 2 (O): -0.581, atom 3 (O): -0.690, atom 4 (C): -0.198, atom 5 (C): 0.034, atom 6 (C): 0.026

---

Relative energy (zero: lowest compared OMol25 entry of this formula, charge and spin) (kJ/mol)
76.9 571.2 311.0 129.9 277.7 562.3